Record 1
Molecular formula: C12H29N2O9SV
Method: DFT, ωB97M-V/def2-TZVPD

Last column: Löwdin spin population.
Element x y z (Å)
1 H 2.045657 -4.065830 0.731533  0.00
2 H -3.246842 -1.929485 -0.803447  0.00
3 H 2.132592 -2.683994 1.792900  0.00
4 C -1.079425 4.039496 -0.268205  0.00
5 C 1.513490 -3.185544 1.060843  0.00
6 O 0.835291 -0.620517 2.376501  0.01
7 C 2.289393 -2.186474 -0.974472  0.00
8 H -0.901523 4.653255 0.632847  0.00
9 O -0.765633 -0.481965 -1.121156  0.00
10 H -3.183793 2.749827 0.535148  0.00
11 C -1.162760 2.578629 0.014894  0.00
12 H -2.341873 1.442690 1.354575  0.00
13 H 0.861644 2.404179 0.112746  0.00
14 H -0.972644 5.799309 -2.144061  0.00
15 N 1.140821 -2.265314 -0.039151  0.00
16 H -2.136295 4.308428 -0.662502  0.00
17 S 1.944248 0.434487 2.611649  0.01
18 H 0.168380 6.300114 -0.868934  0.00
19 H 1.062567 0.800341 -3.167095  0.00
20 H -0.338746 -3.021069 2.265629  0.00
21 H -1.401673 2.121790 -0.954481  0.00
22 C 2.056132 -1.192626 -2.144412  0.00
23 O 2.325516 0.520143 1.076921  0.02
24 V 0.652195 -0.237205 0.450942  1.92
25 H 2.663171 1.294368 -2.883879  0.00
26 H 0.325585 -2.624895 -0.527929  0.00
27 H 1.278220 -1.588435 -2.753896  0.00
28 H -3.329867 -0.296718 -1.624612  0.00
29 C -1.726765 -0.637281 -0.316508  0.01
30 C -1.629390 -5.175536 1.099634  0.00
31 O -0.053906 4.200411 -1.246909  0.00
32 O 1.806566 0.015344 -1.478039  0.00
33 H 0.566513 -4.512409 2.511078  0.00
34 C 0.299216 -3.756375 1.740472  0.00
35 O 3.053926 -0.135724 3.316147  0.00
36 H 2.631715 -3.132963 -1.320107  0.00
37 N 0.047815 1.957508 0.546916  0.00
38 O 1.399888 1.655962 3.186150  0.00
39 H 0.041364 2.105293 1.548701  0.00
40 C -0.023372 5.539894 -1.665659  0.00
41 H -2.035126 -5.671279 0.172056  0.00
42 C 1.728019 1.100672 -2.334600  0.00
43 H 1.388481 2.022509 -1.808303  0.00
44 H -3.790811 -0.365197 0.098380  0.00
45 C -2.264705 2.472615 1.023393  0.00
46 H 0.695871 5.622715 -2.437347  0.00
47 H -2.118863 3.010708 1.994823  0.00
48 O -1.356766 -0.805190 0.883416  0.00
49 H -2.277959 -4.411662 1.586757  0.00
50 C -3.142623 -0.841331 -0.664631  0.00
51 H 3.123425 -1.841245 -0.380558  0.00
52 O -0.395454 -4.489174 0.717009  0.00
53 H -1.399811 -5.950781 1.837148  0.00
54 H 2.998939 -1.044443 -2.688298  0.00

Atomic forces in eV per Å
H 0.4 -0.1 -0.7
H -0.5 0.5 0.2
H 0.1 0.4 0.0
C -0.5 0.3 -1.0
C -0.7 -0.1 0.7
O -0.1 0.7 0.4
C 0.2 1.1 -0.2
H 0.2 -0.2 -0.3
O -0.3 0.7 -1.3
H -0.6 0.2 0.2
C -0.2 0.1 0.3
H -0.3 -0.3 0.0
H -0.1 -0.1 0.7
H -0.2 0.1 0.1
N 1.0 -0.3 -0.2
H 1.7 0.0 0.2
S 0.7 -1.0 -0.2
H 0.0 -0.8 -0.3
H -0.4 0.6 0.4
H 0.1 0.0 -0.6
H -0.2 -0.2 0.3
C 1.8 -1.1 2.2
O -0.1 1.0 1.2
V -1.3 0.0 -0.9
H 0.2 0.0 0.7
H 0.0 -0.3 0.1
H -1.0 0.3 -0.8
H 0.0 -0.8 0.6
C 1.6 -1.2 1.5
C 1.1 0.9 -0.2
O -0.6 0.7 0.8
O -0.4 0.0 1.0
H 0.4 0.6 -0.2
C -1.1 -1.1 0.7
O -0.1 0.1 0.1
H -0.2 -1.1 -0.6
N 0.2 -0.1 -0.7
O 0.1 -0.5 -1.0
H 0.7 0.2 0.3
C -0.6 0.7 0.1
H 0.3 0.9 1.0
C -0.6 1.0 -1.7
H 0.2 -0.9 -0.5
H 0.3 -0.8 -0.3
C -0.5 -1.2 1.1
H 1.0 0.1 -0.6
H 0.1 0.1 -1.1
O -0.4 0.4 0.5
H -0.1 -0.7 -0.6
C -0.6 1.3 -1.3
H 0.2 0.5 0.2
O -1.0 -0.2 -0.3
H 0.0 0.0 0.0
H -0.3 -0.4 -0.2

## Properties
E_HOMO (alpha / beta) ... -8.58 / -9.32 eV
E_tot ... -2603.5858 hartree
ΔE to the lowest compared entry with this formula, charge and spin ... 5.5 kcal per mole
HOMO-LUMO gap (alpha / beta) ... 0.329 / 0.357 hartree
Net charge ... 0
Lowest unoccupied orbital energy (alpha / beta) ... 0.38 / 0.39 eV
Spin multiplicity ... 3

---

Record 2
Molecular formula: C12H29NOSi
Method: DFT, ωB97M-V/def2-TZVPD

Last column: Löwdin charge in e.
Element x y z (Å)
1 C -1.041590 2.066539 -0.635952  -0.15
2 C 1.625935 -3.049187 -3.279060  -0.10
3 H -2.862598 1.900087 0.511163  0.07
4 H -0.210813 2.902605 4.656130  0.07
5 C 0.837658 -0.668127 0.416167  -0.26
6 H -3.235588 -1.667531 0.889368  0.06
7 N 2.105375 -1.259227 -1.667093  -0.19
8 H 0.036234 2.230415 -0.506046  0.06
9 H 2.079364 -3.691048 -4.042696  0.07
10 C 1.808956 -0.045195 -2.524135  -0.23
11 H -2.632341 -0.898265 3.267494  0.08
12 H 1.260790 -2.649487 -0.299869  0.13
13 H -1.639064 2.858920 1.282437  0.06
14 H -0.460937 0.439321 4.097882  0.09
15 H -0.655472 3.332376 3.045824  0.06
16 H 3.288616 1.091868 -1.421113  0.07
17 H 1.015147 0.340187 0.090204  0.08
18 H 0.961144 -3.707752 -2.713739  0.07
19 C -3.805144 -0.918485 1.424022  -0.17
20 C -0.795433 2.557503 3.798401  -0.18
21 H 1.537123 -0.240198 -3.563728  0.10
22 C 3.026925 0.848047 -2.443640  -0.10
23 H -1.190092 1.167426 -1.228908  0.06
24 H -3.473569 0.599202 2.908669  0.07
25 H 0.729176 1.296501 3.033554  0.07
26 O -0.444695 -0.690409 0.973179  -0.21
27 C -1.788114 1.932521 0.704016  -0.28
28 Si -1.289946 0.550595 1.818941  0.56
29 H 1.527859 -0.865034 1.240281  0.12
30 H -4.617951 -1.444485 1.950739  0.07
31 H -4.251525 -0.217420 0.705592  0.07
32 C 1.029246 -1.655434 -0.739662  -0.17
33 H -1.459858 2.895626 -1.226609  0.07
34 H 3.167597 -3.071412 -1.735211  0.11
35 H 0.109549 -1.835696 -1.308713  0.12
36 H 2.804018 1.784817 -2.980586  0.07
37 C -0.322648 1.220984 3.298323  -0.29
38 H -1.854030 2.538157 4.028084  0.07
39 C -2.921641 -0.213457 2.429916  -0.31
40 C 2.695424 -2.387808 -2.424812  -0.24
41 H 3.477029 -1.934178 -3.042432  0.11
42 H 0.911815 0.455723 -2.084583  0.10
43 H 0.989530 -2.320008 -3.787442  0.07
44 H 3.928540 0.420419 -2.914360  0.07

Atomic forces in eV per Å
C -0.3 0.3 0.0
C 0.1 -0.9 -0.5
H 0.0 -0.2 0.0
H -0.3 -0.2 0.1
C 0.2 0.4 0.3
H 0.1 -0.2 -0.3
N 0.0 0.3 0.1
H -0.3 0.0 -0.1
H -0.1 0.1 0.0
C -0.1 -0.8 1.9
H -0.3 0.3 -0.6
H 0.2 0.5 -0.3
H -0.1 -0.2 -0.2
H 0.5 0.6 -0.6
H 0.0 0.0 -0.1
H -0.1 0.0 0.2
H 0.5 0.5 -0.5
H 0.1 0.2 0.2
C -0.4 -0.2 0.2
C 0.1 0.7 0.0
H 0.1 -0.4 -0.1
C 0.1 0.8 -0.9
H 0.1 -0.2 -0.1
H 0.0 0.1 0.1
H 0.3 -0.3 0.1
O -1.9 0.5 0.9
C 0.4 1.0 -0.5
Si 0.0 -1.6 -0.4
H 0.4 -0.2 -0.3
H 0.1 0.2 -0.3
H 0.1 -0.2 0.1
C 0.2 -0.7 -0.4
H 0.3 -0.1 0.2
H 0.1 -0.3 0.2
H -0.4 0.4 0.3
H 0.2 -0.1 0.1
C -0.2 -1.4 0.1
H -0.2 0.1 0.3
C 1.2 -0.1 0.9
C -1.1 1.5 0.0
H 0.0 -0.3 0.0
H 0.7 -0.3 -0.3
H 0.2 0.0 0.0
H -0.4 -0.1 0.1

## Properties
E_HOMO ... -8.16 eV
E_tot ... -894.1301 hartree
Structure (SMILES) ... CCN(CC)CCO[Si](CC)(CC)CC
ΔE to the lowest compared entry with this formula, charge and spin ... 9.8 kcal per mole
HOMO-LUMO gap ... 0.335 hartree
Net charge ... 0
Lowest unoccupied orbital energy ... 0.94 eV

---

Record 3
Molecular formula: C12H29NOSi
Method: DFT, ωB97M-V/def2-TZVPD

Last column: Löwdin charge in e.
Element x y z (Å)
1 C 0.028722 -0.814546 4.439495  -0.06
2 C -0.765355 -1.148781 0.070617  -0.30
3 H 0.815707 -0.818738 2.278577  0.10
4 H -1.611732 0.759706 -4.651590  0.07
5 H -1.191907 -0.591856 -3.523543  0.06
6 H 2.066814 -1.505001 -1.477953  0.06
7 H 0.657268 0.671023 2.911274  0.12
8 C -3.133144 1.163918 2.100490  -0.10
9 H -3.950379 1.584649 2.707010  0.08
10 H -1.847599 1.014109 3.779346  0.11
11 C 3.252178 0.943540 -0.260428  -0.18
12 H -0.045197 -1.878964 4.524790  0.06
13 O -0.731881 0.116417 -0.506101  -0.21
14 C -2.228513 0.393445 2.962545  -0.30
15 H 4.103024 1.669737 -0.239731  0.08
16 H -2.582333 1.996050 1.659934  0.08
17 H 0.287028 -1.343206 0.329121  0.09
18 H -3.575987 0.514331 1.321470  0.07
19 C 0.141904 -0.308552 2.962040  -0.24
20 H 2.431972 -2.051803 -3.826368  0.09
21 H -2.732334 -0.486343 3.421380  0.12
22 N -1.065543 -0.131952 2.219193  -0.20
23 H -2.666392 -1.178433 1.063541  0.11
24 H 3.020505 0.845913 0.792844  0.06
25 H -2.256629 0.743440 -2.981079  0.09
26 C -1.333149 0.497076 -3.611969  -0.15
27 C -0.107823 1.269778 -3.079584  -0.31
28 Si 0.599460 0.415532 -1.582462  0.61
29 C 2.064484 -1.054305 -3.483160  -0.19
30 C 1.340013 -1.233855 -2.236187  -0.33
31 H 2.502924 1.766984 -1.998289  0.07
32 H 2.972585 -0.476606 -3.408067  0.07
33 H 0.595010 -2.078043 -2.326543  0.10
34 H -1.063599 -1.894940 -0.723918  0.13
35 H -0.373858 2.298058 -2.794533  0.08
36 H 0.888277 -0.455934 4.961405  0.06
37 C 2.104519 1.502096 -1.016430  -0.29
38 H -1.655395 -2.206457 1.939239  0.14
39 H 0.813348 1.363494 -3.683507  0.07
40 H 1.406184 -0.572354 -4.175543  0.05
41 H 1.611595 2.325927 -0.568882  0.06
42 H 3.651515 -0.026022 -0.574751  0.07
43 H -0.851306 -0.385868 4.931711  0.06
44 C -1.584980 -1.212664 1.354596  -0.17

Atomic forces in eV per Å
C -0.3 0.6 -1.3
C 1.1 -1.9 -0.3
H 0.2 -1.0 0.5
H 0.3 -0.2 0.4
H 0.0 0.3 -0.2
H 0.0 -0.5 0.5
H -0.4 0.0 0.8
C -1.3 0.6 -0.6
H 0.1 -0.1 -0.3
H -0.1 0.0 -0.1
C 1.5 0.4 1.5
H 0.0 -0.7 0.0
O 0.9 1.4 -1.4
C 1.6 -1.2 1.0
H -0.4 -0.6 -0.3
H -0.1 -0.1 -0.3
H -0.2 -0.8 0.2
H 0.2 0.7 0.3
C 0.4 0.7 0.0
H -0.5 0.7 -0.3
H -0.2 0.5 0.1
N -3.2 0.1 -0.5
H 0.9 1.0 0.4
H -0.2 -0.3 0.4
H 1.4 -0.3 -0.7
C -1.0 0.5 0.2
C 0.0 0.4 0.9
Si -0.5 -0.7 0.4
C 1.2 -1.1 -1.6
C -1.6 -0.3 2.5
H -0.3 0.5 -0.2
H 0.2 0.6 0.2
H 0.7 0.9 0.2
H 0.0 0.4 1.0
H 0.0 -0.1 -0.2
H 0.7 0.0 0.5
C -1.3 -1.7 -1.6
H 1.0 0.8 -1.1
H -0.8 -0.1 -0.5
H 0.0 -0.1 -1.1
H 0.0 1.2 0.5
H -0.2 0.2 -0.3
H 0.2 0.0 -0.2
C 0.1 -0.9 0.4

## Properties
E_HOMO ... -7.99 eV
E_tot ... -894.0825 hartree
Structure (SMILES) ... CCN(CC)CCO[Si](CC)(CC)CC
ΔE to the lowest compared entry with this formula, charge and spin ... 39.7 kcal per mole
HOMO-LUMO gap ... 0.327 hartree
Net charge ... 0
Lowest unoccupied orbital energy ... 0.91 eV

---

Record 4
Molecular formula: C12H30AgAs2F12N6O6
Method: DFT, ωB97M-V/def2-TZVPD

Last column: Löwdin spin population.
Element x y z (Å)
1 H 3.427796 0.338685 -2.237624  0.00
2 C -2.588460 -0.702181 2.593752  0.07
3 C 0.740438 -3.110078 3.039014  0.00
4 F -0.006342 1.553978 1.443028  0.00
5 H 3.308779 -2.521635 -0.122057  0.00
6 N 1.028748 -3.339748 -2.360896  0.02
7 H -3.882086 3.225094 -2.131670  0.00
8 H 2.265886 -1.674774 4.695277  0.00
9 C -3.551583 -1.844610 2.921700  0.05
10 F -3.990573 -1.884068 -1.797984  0.00
11 C 1.661885 -2.620415 -1.385718  0.01
12 N 1.826748 -1.055937 4.028721  0.00
13 F 0.852361 3.918677 4.106881  0.00
14 H -1.603997 3.342744 0.409267  0.00
15 O 1.934877 0.751225 -0.099171  0.01
16 H 1.413496 3.027979 -1.965362  0.00
17 C 4.033968 0.482263 -1.343175  0.00
18 C 1.117380 -1.616851 3.058775  0.00
19 N -2.394167 3.293913 -0.217895  0.00
20 H 0.729485 0.276105 -4.843833  0.00
21 H 1.819276 -0.046561 3.994141  0.00
22 H 1.403515 1.840232 -4.934179  0.00
23 N 3.570717 1.653626 0.809894  0.00
24 F -2.902096 -0.789385 -3.668807  0.00
25 C 0.734013 2.918263 -2.810568  0.00
26 H 1.515808 -3.622382 3.608608  0.00
27 O -1.867622 -0.699211 1.559182  0.76
28 H 0.763465 -3.588414 2.059855  0.00
29 C -3.773434 2.214317 -1.738440  0.01
30 H -3.735462 1.545161 -2.598031  0.00
31 As -2.504493 -2.206240 -2.705532  0.00
32 C 3.117531 0.964998 -0.165781  0.00
33 O 0.079424 0.658654 -2.334542  0.03
34 H 4.657207 1.375401 -1.387660  0.00
35 H 1.110837 3.601241 -3.571923  0.00
36 O 1.011346 -1.902829 -0.685129  0.06
37 F 0.972800 3.844864 1.495819  0.00
38 H -0.226255 3.295369 -2.458729  0.00
39 H -1.868793 1.083472 2.975927  0.00
40 O 0.742507 -1.001269 2.096982  0.02
41 C 0.560690 1.495755 -3.186653  0.00
42 H -3.340355 -2.395241 3.838368  0.00
43 Ag -0.178577 -0.102874 -0.036915  0.72
44 H -3.672537 -2.674009 2.224881  0.00
45 F 2.124839 1.948975 2.919097  0.00
46 H -3.150768 0.439782 4.037708  0.00
47 H 4.473633 2.105597 0.786029  0.00
48 C 3.169889 -2.785427 -1.170504  0.00
49 H 3.648792 -3.741058 -1.383843  0.00
50 F -2.185074 -3.745723 -1.798674  0.00
51 H 1.520016 -4.160675 -2.684662  0.00
52 H 2.921545 1.710857 1.581514  0.00
53 H -2.801403 4.175999 -0.493903  0.00
54 H 0.058337 -3.186357 -2.595124  0.00
55 As 0.492592 2.727122 2.801164  0.00
56 C -2.731645 2.150621 -0.744740  0.02
57 H -4.707216 1.959107 -1.237431  0.00
58 H -0.215209 -3.394968 3.479107  0.00
59 O -2.021563 1.143037 -0.518799  0.16
60 H 4.696822 -0.371753 -1.203906  0.00
61 H 3.598504 -2.059143 -1.861093  0.00
62 F -0.027077 1.463872 4.023583  0.00
63 F -3.446407 -3.231829 -3.804295  0.00
64 H -4.492066 -1.333121 3.126594  0.00
65 F -1.184926 3.403030 2.780993  0.00
66 N 1.065628 1.089749 -4.348771  0.00
67 F -1.593287 -1.325073 -1.474221  0.01
68 N -2.477921 0.341933 3.290837  0.02
69 F -1.050186 -2.627860 -3.678461  0.00

Atomic forces in eV per Å
H 0.1 0.2 0.1
C -0.2 -2.2 -1.0
C 1.4 -0.5 1.1
F 0.0 2.1 2.5
H 0.4 0.2 -0.2
N 2.4 0.0 1.2
H 0.0 0.0 0.2
H 0.0 0.8 0.3
C -0.2 0.0 0.3
F 1.1 -0.2 0.0
C 0.3 -3.3 -2.6
N -0.1 -0.9 0.3
F -0.2 -1.9 -1.9
H 0.0 -0.1 0.1
O -2.7 -1.3 -1.1
H 0.0 -0.4 0.1
C -0.6 1.6 1.1
C -0.9 -2.4 -0.7
N 0.5 1.9 1.2
H 0.1 -0.3 0.5
H 0.6 0.0 0.5
H -0.1 -0.3 -0.2
N 3.2 1.8 1.7
F 1.1 -0.6 0.7
C 0.0 1.0 0.4
H -0.1 -0.4 0.3
O -0.3 -1.5 -1.0
H 0.0 0.7 -0.2
C -2.2 -0.3 -1.2
H 0.6 -0.3 0.4
As -2.3 -2.7 -0.9
C 0.6 -2.3 -2.6
O 1.0 2.2 -2.7
H 0.4 -0.1 -1.0
H -0.1 -0.3 -0.3
O -1.6 2.7 2.5
F -0.3 -1.4 1.5
H 0.0 0.0 0.0
H 0.2 0.5 0.4
O -0.9 2.0 -1.6
C -0.7 -2.9 3.4
H 0.7 0.6 0.3
Ag 0.8 -0.6 -2.2
H 0.1 0.7 -0.7
F -2.0 1.0 0.4
H 0.4 0.6 0.3
H -0.1 -0.2 0.4
C -0.8 0.3 -0.1
H -0.5 -0.1 -0.1
F 0.0 1.8 -0.3
H -0.3 0.2 -0.3
H 0.5 0.6 0.0
H -0.1 -0.3 0.1
H 0.0 -0.1 0.1
As -0.2 1.2 1.0
C 2.9 -0.7 -0.5
H -0.3 0.0 0.0
H 0.0 0.5 0.2
O -1.0 -0.7 0.3
H -0.3 0.1 0.6
H 0.3 0.0 0.3
F 0.3 1.4 -1.5
F 0.7 1.0 0.6
H -0.2 -0.2 -0.4
F 1.4 -1.2 -0.3
N 0.0 0.7 -1.1
F -0.3 -0.5 -0.7
N -1.1 1.4 1.9
F -1.2 1.2 0.6

## Properties
E_HOMO (alpha / beta) ... -12.36 / -12.23 eV
E_tot ... -7072.0356 hartree
HOMO-LUMO gap (alpha / beta) ... 0.342 / 0.154 hartree
Net charge ... +1
Lowest unoccupied orbital energy (alpha / beta) ... -3.04 / -8.04 eV
Spin multiplicity ... 3

---

| no. | molecular weight (g mol⁻¹) |
| --- | --- |
| 1 | 428.38 |
| 2 | 231.46 |
| 3 | 231.46 |
| 4 | 840.10 |